No. 1
This record from OMol25 describes a molecular structure, C22H18FeN3O4S. The level of theory is ωB97M-V with the def2-TZVPD basis set.

```
! wB97M-V def2-TZVPD RIJCOSX def2/J DEFGRID3
* xyz 2 6
C 0.453 -0.667 -3.223
H -2.061 0.733 4.975
C -1.180 0.809 4.354
C 4.425 1.534 1.289
C 1.130 -2.235 -4.958
C 1.333 -3.246 -3.991
O -0.186 0.965 -1.631
H -0.017 1.490 -4.861
O -2.907 -0.980 -0.324
N -0.179 0.493 2.209
H 2.237 -6.345 -4.147
O 1.741 -4.419 -4.453
H 5.692 2.298 2.847
C 6.734 2.103 0.986
H 0.417 2.591 -3.538
H 1.017 -5.733 -3.009
N 1.809 0.598 0.497
C 1.113 1.370 4.018
C 2.088 1.004 1.729
S 2.888 0.564 -0.738
O 0.482 -1.502 -0.958
C 6.664 1.731 -0.365
H 5.407 0.969 -1.930
C 4.361 1.158 -0.065
C 5.483 1.261 -0.889
C 0.997 0.962 2.690
H -2.150 0.061 2.591
H 1.232 -3.708 -1.881
C -1.902 -0.606 -0.002
C -1.229 0.431 3.023
C 1.100 -2.964 -2.653
C 0.703 -1.001 -4.574
H 2.728 -5.260 -2.826
H 3.415 1.733 3.050
N 3.307 1.432 2.091
C -0.208 1.744 -3.827
C 5.631 2.008 1.805
H 7.538 1.814 -0.995
H -1.240 2.081 -3.721
C 0.666 -1.696 -2.236
H 7.668 2.469 1.390
H 2.046 1.760 4.402
Fe -0.117 -0.069 0.190
C 0.020 1.286 4.858
H 0.095 1.589 5.893
C 0.021 0.647 -2.831
H 1.313 -2.473 -5.997
C 1.939 -5.496 -3.542
H 0.550 -0.263 -5.347
*
```

The calculation puts the energy above the lowest of the compared OMol25 structures with the same formula, charge and spin at 0.0 kJ/mol. The value obtained for the HOMO energy (alpha / beta) is -13.07 / -13.06 eV. Its expectation value of S² is 8.79.

Electronic structure analysis, Mulliken charges in units of e: C 1.171; H 0.452; C -0.754; C -0.040; C -1.118; C 0.776; O -0.711; H 0.376; O -0.139; N -0.765; H 0.246; O -0.425; H 0.449; C -0.590; H 0.321; H 0.341; N 0.224; C -0.552; C 0.866; S 0.102; O -0.945; C -0.718; H 0.472; C 1.316; C -0.675; C 0.911; H 0.412; H 0.467; C 0.685; C -0.023; C -0.441; C -1.110; H 0.335; H -0.012; N 0.072; C -1.394; C -0.752; H 0.434; H 0.330; C 0.292; H 0.435; H 0.340; Fe 0.616; C -0.580; H 0.460; C 0.948; H 0.471; C -0.806; H 0.231

***

No. 2
This record from OMol25 describes a molecular structure, C22H18InN6O2SSbSe4. The level of theory is ωB97M-V with the def2-TZVPD basis set.

```
! wB97M-V def2-TZVPD RIJCOSX def2/J DEFGRID3
* xyz -2 1
H 4.484 -1.044 3.189
C 0.009 -0.284 -2.503
H 4.746 -1.887 1.354
H 4.244 0.562 5.046
C 1.048 -0.238 -3.528
Se 3.062 2.868 1.136
H -3.091 2.627 -1.149
H -3.375 1.796 -2.673
C 3.600 -0.425 3.261
Se 1.704 2.252 -0.610
C -6.130 0.242 -0.018
C 2.662 -0.998 -1.824
C 1.351 1.075 3.401
C -3.025 1.659 -1.646
H 5.162 -2.942 -0.698
H 0.691 -1.348 0.898
In -0.371 0.963 0.141
C 2.305 -0.515 -3.186
H 1.371 -3.012 -2.671
C -1.295 0.473 -2.708
C 3.291 -2.448 -1.748
C -3.989 0.685 -0.994
H -4.162 -2.486 -0.286
O -1.883 0.299 -3.783
S -2.089 -0.521 2.233
H 0.776 0.146 -4.501
C 3.457 0.462 4.308
H 0.436 1.657 3.418
C 1.802 -2.852 -1.686
C -5.234 1.143 -0.557
H 2.183 1.986 5.159
C 4.169 -2.534 -0.546
H -5.462 2.202 -0.608
C 3.922 -1.930 0.654
N -1.865 0.822 1.653
Se -1.404 5.672 -0.866
C 2.317 1.247 4.380
C 2.710 -1.335 1.081
Sb -1.453 4.073 0.937
C 1.404 -1.512 -1.056
N -1.641 1.218 -1.659
C 2.597 -0.511 2.292
H 3.794 -2.802 -2.646
N 0.146 -0.857 -1.363
H 3.226 -0.246 -1.266
Se -3.700 4.218 1.877
O -1.213 -1.630 1.804
N -3.633 -0.595 -0.886
H -7.101 0.574 0.332
C -5.766 -1.096 0.080
C -4.504 -1.457 -0.359
N 1.472 0.214 2.398
N 1.556 -1.443 0.373
H -6.435 -1.839 0.497
H 3.124 -0.345 -3.879
*
```

The calculation puts the energy above the lowest of the compared OMol25 structures with the same formula, charge and spin at 631.9 kJ/mol. The value obtained for the HOMO energy (alpha / beta) is -0.90 / -0.93 eV.

Electronic structure analysis, Mulliken charges in units of e: H 0.317; C 0.901; H 0.151; H 0.369; C -1.104; Se -0.674; H 0.058; H 0.457; C -1.076; Se -0.314; C -0.335; C 0.155; C -0.067; C -1.281; H 0.298; H -0.007; In 0.991; C -0.996; H 0.375; C 0.191; C 0.305; C 1.026; H 0.383; O -0.783; S 0.201; H 0.463; C -0.327; H 0.411; C -1.065; C -0.899; H 0.376; C -1.062; H 0.419; C -0.363; N -0.160; Se -0.670; C -0.880; C 0.536; Sb 0.463; C 0.990; N 0.003; C 0.504; H 0.534; N -0.428; H 0.573; Se -0.705; O -0.517; N -0.061; H 0.387; C -0.494; C -0.380; N 0.148; N -0.108; H 0.370; H 0.402

***

No. 3
This record from OMol25 describes C22H18N2O5 in the gas phase. The level of theory is ωB97M-V with the def2-TZVPD basis set.

```
! wB97M-V def2-TZVPD RIJCOSX def2/J DEFGRID3
* xyz 0 1
C 0.560 0.549 -0.098
C -3.524 -1.035 1.702
H 0.715 -2.189 -0.755
C 4.499 3.342 -0.654
C 2.005 0.190 -0.096
C -5.790 -0.362 0.846
H 4.574 2.164 2.607
C -1.569 -0.372 0.479
C -4.347 -0.399 0.765
H -1.520 -1.517 2.283
H -6.265 -2.084 2.009
H 3.429 3.531 -0.707
C 3.796 -3.585 -0.804
C -2.351 0.258 -0.470
O 0.132 1.614 -0.443
H -3.968 -1.539 2.545
C 4.356 2.886 1.823
C 4.556 -2.480 -0.496
C 2.411 -3.468 -0.897
C 4.789 2.347 0.464
O 5.993 -0.115 0.133
H -1.923 0.769 -1.316
H 5.632 -2.530 -0.428
O -0.194 -0.460 0.396
H 4.836 2.950 -1.611
C 2.539 -1.129 -0.338
N 2.772 1.209 0.130
H 5.851 2.083 0.479
H 4.269 -4.539 -0.982
H -7.566 -0.893 1.896
C -2.158 -1.026 1.565
N 4.076 1.099 0.190
H 4.889 3.806 2.042
H -7.547 0.340 -0.126
C -3.738 0.245 -0.325
H 1.818 -4.334 -1.153
H 5.016 4.277 -0.460
H -6.167 -0.584 2.932
C -6.492 -1.019 1.988
H 3.288 3.087 1.814
C 1.787 -2.262 -0.672
C 4.781 -0.086 0.032
O -6.385 1.493 -2.153
C -6.470 0.277 -0.130
O -4.449 0.868 -1.284
C -5.820 0.923 -1.255
C 3.941 -1.248 -0.266
*
```

The calculation puts the energy above the lowest of the compared OMol25 structures with the same formula, charge and spin at 135.2 kJ/mol. The value obtained for the HOMO energy is -8.86 eV. The SMILES is Cc1cc(=O)oc2cc(OC(=O)c3nn(C(C)C)c(=O)c4ccccc34)ccc12.

Electronic structure analysis, Mulliken charges in units of e: C 0.515; C -0.734; H 0.460; C -1.378; C 0.079; C 1.320; H 0.354; C 0.338; C 0.883; H 0.466; H 0.371; H 0.312; C -0.546; C -0.186; O -0.524; H 0.435; C -1.401; C -0.605; C -0.668; C 0.319; O -0.731; H 0.539; H 0.483; O -0.315; H 0.352; C 0.957; N -0.830; H 0.306; H 0.411; H 0.363; C -1.021; N 0.692; H 0.430; H 0.408; C -0.203; H 0.433; H 0.427; H 0.377; C -1.602; H 0.307; C -0.565; C 0.681; O -0.621; C -0.507; O -0.499; C 0.082; C -0.165

***

No. 4
This record from OMol25 describes C22H18N4O2S2 in the gas phase. The level of theory is ωB97M-V with the def2-TZVPD basis set.

```
! wB97M-V def2-TZVPD RIJCOSX def2/J DEFGRID3
* xyz 0 1
C 4.464 1.466 -1.539
H -1.261 2.922 -3.401
H -3.852 -1.710 4.847
C 0.071 1.311 -2.911
N -0.502 -1.388 -0.528
C -5.589 -2.593 2.086
C -1.119 2.032 -2.807
C -5.282 -2.436 3.427
H 5.677 5.354 -1.542
C 3.696 1.392 -0.404
H 2.416 0.457 1.048
H -2.270 -0.927 3.119
H 0.682 -3.844 -0.135
N 2.309 -1.927 -0.085
H -3.040 2.143 -1.846
N 3.007 -0.837 -0.488
C 1.391 -2.054 0.916
O -4.035 0.545 -0.094
O 1.214 -1.257 1.807
C -4.704 -2.163 1.114
H 4.166 5.721 -0.695
H 5.596 5.269 0.225
H -4.935 -2.273 0.066
C -3.199 -1.401 2.839
C -0.718 -0.264 -1.281
C 2.976 0.280 0.134
C -1.918 0.461 -1.177
H 1.053 -4.076 1.601
H -6.522 -3.051 1.793
C 5.048 5.081 -0.698
C 4.659 3.650 -0.794
N -2.598 -1.112 0.501
H 4.623 0.618 -2.180
C -2.956 0.020 -0.252
S 3.641 2.930 0.406
H -5.976 -2.774 4.182
H 0.844 1.652 -3.584
C 0.650 -3.391 0.854
S -1.086 -3.135 1.326
C 5.007 2.743 -1.753
H 5.637 2.990 -2.590
C -3.509 -1.574 1.498
C -1.403 -1.734 0.320
H 2.379 -2.668 -0.769
C 0.273 0.172 -2.167
C -2.108 1.608 -1.949
H 1.193 -0.385 -2.241
C -4.089 -1.841 3.802
*
```

The calculation puts the energy above the lowest of the compared OMol25 structures with the same formula, charge and spin at 0.0 kJ/mol. The value obtained for the HOMO energy is -8.00 eV. The SMILES is Cc1ccc(/C=N/NC(=O)CSc2nc3ccccc3c(=O)n2-c2ccccc2)s1.

Electronic structure analysis, Mulliken charges in units of e: C -0.567; H 0.416; H 0.383; C -0.604; N -0.393; C -0.851; C -0.647; C -0.362; H 0.329; C 0.812; H 0.486; H 0.490; H 0.427; N 0.192; H 0.472; N -0.718; C 0.410; O -0.648; O -0.631; C 0.083; H 0.307; H 0.307; H 0.435; C 0.360; C -0.018; C -0.821; C 0.206; H 0.389; H 0.371; C -1.172; C 0.516; N 0.389; H 0.475; C 0.877; S -0.205; H 0.400; H 0.423; C -0.576; S -0.073; C -0.524; H 0.378; C -1.199; C 0.700; H 0.300; C -0.430; C -0.624; H 0.532; C -0.800